[1]
The following is a quantum chemistry calculation of 2 unconnected molecules or ions with the total composition C30H26O4 in a non-equilibrium geometry, from OMol25.

Each line ends with the natural charge from an NBO analysis.
CARTESIAN COORDINATES (ANGSTROEM)
C -5.317 4.114 -1.424  -0.26
O -5.156 2.712 -1.162  -0.49
C -3.926 2.145 -1.219  0.34
C -3.888 0.761 -0.927  -0.26
C -2.686 0.092 -0.878  -0.16
C -1.434 0.732 -1.046  -0.06
C -0.184 -0.018 -0.928  -0.09
C 1.073 0.725 -0.947  -0.18
C 2.196 0.170 -1.621  -0.15
C 3.441 0.761 -1.550  -0.25
C 3.561 2.115 -1.151  0.33
O 4.763 2.691 -1.429  -0.49
C 4.969 4.101 -1.243  -0.25
C 2.431 2.752 -0.570  -0.35
C 1.249 2.030 -0.398  -0.10
C -1.517 2.090 -1.472  -0.18
C -2.710 2.798 -1.533  -0.33
H -6.392 4.244 -1.289  0.20
H -4.766 4.728 -0.701  0.18
H -5.025 4.368 -2.451  0.18
H -4.824 0.234 -0.759  0.23
H -2.699 -0.974 -0.723  0.22
H -0.183 -0.974 -1.521  0.27
H 2.064 -0.773 -2.150  0.24
H 4.335 0.229 -1.875  0.23
H 6.040 4.206 -1.425  0.21
H 4.413 4.684 -1.989  0.18
H 4.721 4.434 -0.226  0.18
H 2.498 3.812 -0.291  0.22
H 0.443 2.495 0.186  0.21
H -0.616 2.610 -1.784  0.22
H -2.728 3.847 -1.854  0.22
C 5.191 -2.060 1.729  -0.20
C 4.064 -1.633 2.433  -0.22
C 2.779 -1.733 1.882  -0.20
C 2.611 -2.273 0.601  -0.06
C 1.258 -2.410 -0.098  0.50
C 0.034 -1.693 0.379  -0.46
C -1.199 -2.527 0.184  0.50
C -2.302 -2.642 1.237  -0.06
C -2.196 -2.157 2.546  -0.22
C -3.285 -2.248 3.420  -0.21
C -4.498 -2.826 3.022  -0.20
C -4.613 -3.328 1.718  -0.22
C -3.526 -3.254 0.844  -0.19
O -1.420 -3.075 -0.914  -0.55
O 1.236 -3.088 -1.151  -0.55
C 3.756 -2.727 -0.102  -0.19
C 5.036 -2.600 0.446  -0.22
H 6.181 -2.015 2.184  0.22
H 4.160 -1.222 3.434  0.21
H 1.879 -1.432 2.424  0.21
H 0.073 -0.867 1.129  0.25
H -1.235 -1.732 2.845  0.22
H -3.172 -1.865 4.430  0.21
H -5.324 -2.931 3.724  0.22
H -5.548 -3.787 1.380  0.22
H -3.617 -3.683 -0.161  0.24
H 3.635 -3.194 -1.087  0.24
H 5.899 -2.939 -0.129  0.22

## Properties
Lowest unoccupied orbital energy, Eh: -0.0314
Total charge: 0
Frontier orbital gap, eV: 6.74

***

[2]
The following is a quantum chemistry calculation of a molecular structure, C26H77O13Pt in a non-equilibrium geometry, from OMol25.

Each line ends with the Löwdin charge.
CARTESIAN COORDINATES (ANGSTROEM)
Pt -0.523 -3.297 2.099  1.28
C -0.075 0.513 0.014  -0.06
C 0.563 -0.851 0.240  -0.37
O 0.340 -1.388 1.505  -0.37
H 0.318 1.246 0.721  0.07
H -1.165 0.450 0.054  0.06
H 0.212 0.860 -0.981  0.06
H 1.618 -0.748 -0.056  0.10
H 0.204 -1.499 -0.574  0.08
C 3.156 -3.739 0.300  -0.05
C 2.525 -4.106 1.631  -0.24
O 1.147 -4.518 1.473  -0.22
H 2.511 -3.058 -0.261  0.05
H 3.284 -4.618 -0.337  0.09
H 4.131 -3.279 0.455  0.09
H 2.485 -3.301 2.362  0.09
H 3.148 -4.914 2.025  0.13
H 1.156 -5.356 0.991  0.12
C -1.997 2.315 3.942  -0.06
C -0.961 1.696 3.053  -0.31
O -1.092 0.271 3.116  -0.12
H -1.864 1.967 4.968  0.09
H -2.979 1.997 3.587  0.07
H -1.924 3.402 3.946  0.08
H 0.054 1.996 3.340  0.11
H -1.098 1.976 2.002  0.07
H -0.470 -0.150 2.483  0.03
C -3.992 -1.496 4.472  -0.06
C -3.582 -2.302 3.264  -0.26
O -2.175 -2.157 2.986  -0.23
H -5.054 -1.582 4.703  0.09
H -3.873 -0.423 4.284  0.07
H -3.395 -1.693 5.361  0.09
H -4.150 -2.078 2.354  0.11
H -3.816 -3.363 3.393  0.12
H -2.005 -1.191 3.147  0.06
C -1.388 -5.041 -1.857  -0.05
C -0.896 -3.869 -1.023  -0.27
O -1.578 -3.885 0.247  -0.22
H -2.458 -5.003 -2.059  0.07
H -1.144 -6.014 -1.431  0.08
H -0.895 -5.032 -2.835  0.08
H -1.110 -2.928 -1.535  0.09
H 0.177 -3.942 -0.868  0.10
H -2.558 -3.787 0.086  0.07
C 2.312 -1.875 -3.106  -0.08
C 2.360 -0.455 -3.606  -0.32
O 3.701 0.001 -3.436  -0.07
H 3.121 -2.475 -3.531  0.09
H 1.394 -2.413 -3.343  0.06
H 2.502 -1.839 -2.031  0.04
H 1.721 0.195 -2.987  0.08
H 1.982 -0.344 -4.629  0.12
H 3.745 0.893 -3.795  0.09
C -2.693 3.158 -0.670  -0.07
C -3.462 2.372 0.360  -0.32
O -4.669 1.935 -0.272  -0.09
H -2.519 2.626 -1.603  0.06
H -1.750 3.532 -0.284  0.07
H -3.296 4.047 -0.868  0.09
H -3.723 3.054 1.174  0.12
H -2.936 1.487 0.733  0.08
H -5.193 1.462 0.381  0.08
C 4.669 1.512 -0.497  -0.07
C 3.451 2.291 -0.026  -0.32
O 3.660 3.684 -0.195  -0.09
H 5.381 1.339 0.307  0.06
H 5.104 2.015 -1.361  0.08
H 4.360 0.540 -0.888  0.05
H 3.167 2.098 1.013  0.09
H 2.601 1.946 -0.636  0.09
H 2.826 4.126 0.055  0.03
C -1.032 -0.033 -3.411  -0.07
C -1.664 -1.234 -4.082  -0.29
O -0.629 -2.015 -4.696  -0.08
H -0.644 0.630 -4.183  0.07
H -0.192 -0.355 -2.793  0.04
H -1.733 0.523 -2.789  0.06
H -2.443 -1.003 -4.818  0.12
H -2.132 -1.880 -3.324  0.07
H -1.041 -2.861 -4.901  0.08
C 4.919 0.064 3.481  -0.07
C 3.761 -0.655 2.808  -0.33
O 2.582 0.131 2.928  -0.08
H 5.746 -0.656 3.478  0.08
H 4.623 0.287 4.502  0.08
H 5.339 0.890 2.911  0.07
H 3.625 -1.639 3.281  0.10
H 3.984 -0.903 1.760  0.10
H 1.914 -0.316 2.387  0.03
C 1.764 4.230 2.718  -0.07
C 0.631 4.645 1.768  -0.26
O 1.146 4.756 0.436  -0.10
H 2.717 4.710 2.518  0.09
H 1.868 3.142 2.709  0.05
H 1.456 4.426 3.749  0.08
H 0.260 5.604 2.132  0.12
H -0.145 3.885 1.792  0.07
H 0.927 5.608 0.050  0.10
C 1.280 4.352 -3.434  -0.07
C 0.083 3.421 -3.368  -0.33
O -1.076 4.170 -3.707  -0.07
H 1.388 4.856 -4.394  0.08
H 2.234 3.894 -3.177  0.07
H 1.081 5.142 -2.704  0.07
H 0.074 3.014 -2.348  0.09
H 0.143 2.611 -4.101  0.09
H -1.752 3.577 -4.041  0.08
C -3.473 -1.152 -1.087  -0.08
C -4.267 -2.362 -1.483  -0.23
O -4.095 -3.314 -0.398  -0.10
H -2.394 -1.287 -0.984  0.06
H -3.839 -0.750 -0.142  0.08
H -3.534 -0.331 -1.803  0.08
H -3.855 -2.846 -2.373  0.10
H -5.323 -2.160 -1.649  0.13
H -4.907 -3.812 -0.263  0.11

## Properties
Lowest unoccupied orbital energy (alpha / beta), Eh: -0.1149 / -0.1685
Total charge: +1
Multiplicity: 3
Expectation value of S²: 2.006
Frontier orbital gap (alpha / beta), eV: 7.96 / 6.50

***

[3]
The following is a quantum chemistry calculation of a molecular structure, CH3NO3S2 in a non-equilibrium geometry, from OMol25.

Each line ends with the natural charge from an NBO analysis.
CARTESIAN COORDINATES (ANGSTROEM)
C -1.205 -1.066 0.332  -0.83
N 0.410 0.812 -1.204  -0.94
O 2.754 0.965 -2.153  -0.83
O -0.950 1.425 1.330  -0.87
O 1.069 0.113 1.521  -0.89
S 1.878 1.156 -0.973  1.41
S -0.140 0.398 0.813  2.14
H -0.770 -0.872 -0.736  0.28
H -0.775 -2.022 0.692  0.26
H -2.272 -0.911 0.379  0.27

## Properties
Lowest unoccupied orbital energy, Eh: -0.0466
Total charge: 0
Frontier orbital gap, eV: 9.59

***

[4]
The following is a quantum chemistry calculation of a single C2H3NO2 molecule in a non-equilibrium geometry, from OMol25.

Each line ends with the natural charge from an NBO analysis.
CARTESIAN COORDINATES (ANGSTROEM)
O -1.270 -1.113 0.786  -0.52
C -0.139 -1.133 0.400  0.53
N 0.457 -0.127 -0.280  -0.66
C -0.193 1.143 -0.448  0.54
O -1.381 1.281 -0.608  -0.49
H 0.578 -1.815 0.667  0.10
H 1.474 -0.147 -0.082  0.39
H 0.475 1.910 -0.436  0.11

## Properties
Lowest unoccupied orbital energy, Eh: 0.0174
Total charge: 0
Frontier orbital gap, eV: 10.55
Structure (SMILES): O=CNC=O

***

[5]
The following is a quantum chemistry calculation of a single C4H6N2 molecule in a non-equilibrium geometry, from OMol25.

Each line ends with the natural charge from an NBO analysis.
CARTESIAN COORDINATES (ANGSTROEM)
C -2.718 -0.932 0.032  -0.20
C -1.568 -0.623 0.118  -0.05
C -0.194 -0.017 0.137  0.13
C 0.964 -0.701 0.593  -0.72
N -0.041 1.048 -0.615  -0.25
N 1.268 1.210 -1.060  -0.63
H -3.804 -0.927 0.020  0.24
H 1.102 -0.052 1.585  0.26
H 0.518 -1.739 1.076  0.24
H 1.735 -0.960 -0.284  0.28
H 0.986 2.277 -1.418  0.37
H 1.751 1.414 -0.185  0.34

## Properties
Lowest unoccupied orbital energy, Eh: 0.0312
Total charge: 0
Frontier orbital gap, eV: 9.90
Structure (SMILES): C#C/C(C)=N/N